Model w:
Computed, not measured: C44H51AsBaClF4N3O4Si2Te as an isolated structure, with ωB97M-V/def2-TZVPD.

Geometry as XYZ:
```
112
Properties=species:S:1:pos:R:3:lowdin_charge:R:1
Te -1.9729 2.4596 0.8943 1.18
H 0.2272 4.4835 2.3153 0.02
H 0.5074 5.2102 3.9057 0.03
C 4.3249 1.7517 2.9102 0.01
C 7.8208 -3.2815 -0.6545 -0.11
H 2.3130 -0.3305 -5.4732 0.10
H -4.5203 1.5844 1.0236 0.00
C 5.9334 -2.1896 0.3576 -0.12
C 3.2887 2.1447 2.0715 -0.28
F 2.9248 -1.3507 4.1811 0.04
C -1.8612 2.1176 3.0222 -0.58
H -5.3393 0.9612 -1.7575 0.03
C -1.6216 -3.5943 1.8256 -0.09
H 0.9846 3.5346 3.5944 0.03
N -2.2600 -2.2607 -1.6226 -0.01
C 1.7705 -2.3822 -5.1766 -0.08
C 7.0856 -3.4583 -1.8192 -0.10
H -3.6732 -0.7918 -1.9127 0.08
H -4.4174 3.2470 1.6120 0.00
C 4.1183 0.5668 3.5920 -0.24
C -4.1113 2.5740 0.8070 -0.59
H -1.1604 4.2257 6.3702 0.02
H -6.6534 4.4838 0.2433 0.02
H -2.3919 2.9773 6.1391 0.02
C -4.9389 -4.9032 -3.8093 -0.70
C -2.7663 4.9972 3.6096 -0.20
F 1.1967 1.8231 1.0591 -0.03
H -3.6236 -2.1501 1.0035 0.08
O -4.5284 -6.0656 -3.9816 -0.06
C 2.2343 -3.3230 -3.0102 -0.10
Si -4.8118 3.1913 -0.8304 0.37
H -3.7403 1.5258 -2.2990 0.00
C 0.3156 -1.5467 3.2483 -0.25
C 1.7335 -3.4596 -4.2974 -0.07
C 2.7893 -2.1117 -2.6225 -0.36
C -3.8951 4.7111 -1.4146 -0.20
H -0.5660 -3.8526 1.7610 0.08
H 5.2098 -3.1255 -2.8117 0.10
H -7.0903 4.0080 -1.4030 0.02
Ba -0.3222 -0.7196 -0.1865 1.56
C -1.2023 -1.7056 3.2786 -0.22
C -0.5662 -3.9917 -1.3129 -0.68
H 8.8397 -3.6442 -0.5941 0.09
H -2.8344 4.4976 -1.5593 -0.02
C 2.3181 -1.1692 -4.7879 -0.03
H -2.4430 -5.4371 -2.7057 0.12
Cl -1.0690 2.6020 -2.6175 0.21
H -2.0860 -3.8988 0.8891 0.08
C 4.5475 2.3924 -1.6300 -0.09
H 2.1343 -4.1360 -2.3024 0.10
H -2.5180 5.9357 4.1123 0.02
C 0.2204 4.2899 3.3904 -0.18
H 1.3439 -2.4850 -6.1668 0.10
H -3.7875 -2.2733 2.7707 0.09
H -5.2473 -2.2688 -3.1910 0.11
N 0.6796 -0.3586 2.4945 -0.10
C -6.6001 3.6710 -0.4856 -0.19
C 4.1654 2.4929 -2.9628 -0.08
H 4.6465 1.1191 0.0974 0.09
H -4.3014 5.0549 -2.3693 0.03
H 4.9560 3.2513 -1.1131 0.10
H 4.2830 3.4332 -3.4870 0.10
F 5.0983 0.1061 4.4068 0.05
H -1.0526 1.3904 3.1486 -0.02
O -0.3080 -5.1949 -1.3232 0.01
H 0.7982 1.2852 -3.1462 -0.11
C 3.4328 0.2038 -2.9462 -0.21
H 1.2708 -4.3922 -4.5938 0.11
O 0.1945 -3.0583 -0.8837 -0.37
C 4.3703 1.1956 -0.9483 -0.09
C -0.1520 0.9321 -2.7278 -0.67
C -2.7463 -4.4120 -2.5506 0.05
H 7.5301 -3.9596 -2.6705 0.10
H 0.6413 -1.5031 4.2935 0.11
C 5.7794 -2.9931 -1.8997 -0.09
H -1.6289 -0.7293 3.5160 0.10
H -3.3239 -0.7268 2.0199 0.07
H -0.6883 0.4894 -3.5771 -0.08
H -5.2013 2.1601 -3.0480 0.04
C 2.1438 1.4089 1.9418 -0.19
C 2.8399 -1.0276 -3.5065 -0.20
H 0.7665 -2.4564 2.8255 0.11
Si -1.4607 3.6903 3.9432 0.37
C -4.7708 1.8298 -2.0997 -0.18
As 3.3702 -1.6278 -0.8418 1.37
H -0.6802 2.5632 6.0083 0.03
C -3.4320 -1.8347 -2.1026 -0.14
H -2.8359 5.1958 2.5374 0.01
C -1.4205 3.3369 5.7898 -0.19
N -1.7957 -2.1595 2.0211 -0.33
F 3.4222 3.2806 1.3546 0.07
H -3.7498 4.6779 3.9646 0.03
C 7.2424 -2.6438 0.4348 -0.10
C 2.9661 -0.1805 3.4871 -0.15
H 5.2265 2.3325 3.0230 0.12
C 1.8634 0.2101 2.6707 -0.24
C -3.2078 -1.8119 1.9537 -0.10
C 3.6104 1.4055 -3.6212 -0.04
C 5.1972 -2.3508 -0.8127 -0.37
O -6.0132 -4.3694 -4.1539 -0.07
H -7.1700 2.8255 -0.0931 0.03
H 5.4784 -1.7062 1.2165 0.09
C -3.9668 -3.9693 -3.0399 -0.10
C -1.9194 -3.5366 -1.8573 -0.20
H 7.8069 -2.5074 1.3491 0.10
C -4.3049 -2.6391 -2.8110 -0.01
H -2.7918 1.6400 3.3381 0.01
H -2.0805 -4.1650 2.6502 0.09
H -3.9917 5.5254 -0.6913 0.03
H -1.4663 -2.3954 4.1003 0.12
C 3.8208 0.1077 -1.6063 -0.31
H 3.2975 1.5047 -4.6535 0.10
```

HOMO level = -2.7 eV
frontier orbital gap = 5.98 eV
charge = -2

Model x:
Computed, not measured: C44H51AsBaClF4N3O4Si2Te as an isolated structure, with ωB97M-V/def2-TZVPD.

Geometry as XYZ:
```
112
Properties=species:S:1:pos:R:3:lowdin_charge:R:1
C 5.2370 0.4542 1.1255 -0.11
H -4.9346 4.6339 -4.8027 0.02
H 5.0187 0.5702 2.1807 0.10
C 3.9173 1.7214 -2.1108 -0.19
C -4.2219 5.8570 -1.8809 -0.19
H -2.4231 -2.2940 -4.2862 -0.02
C 3.7117 6.3631 1.1559 -0.10
H -3.5962 2.7602 -1.1875 -0.02
C 3.5005 -2.4363 2.0324 -0.22
C -3.3949 -2.5059 -4.7344 -0.19
C -3.1165 -0.2058 -6.7985 -0.20
H 6.8177 -0.9454 1.4817 0.11
H 5.0818 -3.8827 2.3232 0.12
Cl -0.1915 -0.7452 -4.6417 0.18
C -1.0439 -4.6649 2.5570 0.03
H 1.5565 3.9818 -4.1822 0.10
H -3.9085 5.8249 -0.8354 0.02
C 4.4997 1.1228 0.1627 -0.35
H -4.0119 6.8598 -2.2604 0.02
C 4.8819 -2.5416 3.9771 -0.11
C -3.7777 2.8376 -2.2601 -0.60
H -0.8842 3.9807 -3.1058 0.01
N 2.7956 -1.3893 2.4841 0.12
F -1.5827 -2.3839 -0.1922 -0.09
H 6.8147 5.2911 1.9694 0.10
H 1.3669 3.9486 -1.7236 0.08
H -3.1218 -0.8589 -7.6743 0.03
C 5.2091 4.0348 1.3223 -0.09
C 3.8847 3.9673 0.9066 -0.37
C -0.2333 0.5388 2.5459 -0.24
H -2.5374 3.7079 1.0898 0.08
H -5.0433 1.1375 -4.4528 0.00
C -5.8834 -1.3365 -6.1255 -0.20
O 6.6606 -4.0827 4.2393 -0.06
F -1.7644 -4.9060 0.3125 0.08
C 4.5300 -3.0442 2.7270 0.04
C 5.7803 5.2573 1.6490 -0.10
C 3.0994 -0.9619 3.7081 -0.16
H 4.7226 1.1084 -4.0091 0.11
C -0.4981 -2.4124 3.2967 -0.14
H -1.7230 1.6589 -0.2813 0.05
H -1.1156 -5.7193 2.7696 0.12
H -1.3985 4.3413 2.2952 0.08
As 2.9793 2.2900 0.4515 1.39
H -1.1040 4.6188 0.5731 0.06
C -1.4670 3.8915 1.3033 -0.13
H 2.5047 -0.1328 4.0841 0.10
H 2.0937 5.1058 0.5471 0.09
H -2.0816 -0.0685 -6.4826 -0.03
H -1.1879 5.0025 -1.6989 0.01
H -3.5406 5.6751 -5.1064 0.02
F -0.3636 -4.2232 4.7569 0.07
C 4.0050 1.7396 -3.5004 -0.03
H -6.5314 -1.7858 -5.3706 0.02
C 5.7704 0.0567 -1.5832 -0.03
C 6.2529 -0.4050 0.7326 -0.07
C 6.0885 -3.1136 4.7733 -0.70
H 4.3686 -1.0907 5.4511 0.10
C -1.4677 4.8289 -2.7406 -0.19
O 2.1435 -3.7023 0.5422 -0.12
C -0.7450 2.1234 -0.0872 -0.14
H 0.8170 0.8413 2.4365 0.08
H -3.3987 3.9251 -5.3125 0.01
C -4.4322 0.3247 -4.0522 -0.62
H 3.1171 7.2665 1.0885 0.09
H -2.1331 1.3948 2.0573 0.12
C 3.1378 5.1408 0.8414 -0.13
C -3.8495 4.7089 -4.7015 -0.19
C 1.0813 -0.3242 -3.1819 -0.61
H -1.1680 5.7074 -3.3171 0.03
Te -2.6860 1.2487 -3.2337 1.19
C 3.1601 2.5567 -4.2343 -0.09
C 2.2226 3.3589 -3.5972 -0.10
H 5.4876 7.3773 1.8112 0.09
C -0.6371 -3.7591 3.5176 -0.23
H 7.2771 -1.3076 -0.9150 0.10
H 1.9933 -0.5946 -3.7300 -0.09
C 2.9634 2.5254 -1.4766 -0.32
H -6.3731 -0.4328 -6.4944 0.02
H -5.3036 5.7107 -1.9077 0.02
H -0.3901 0.2612 3.5868 0.10
H -4.9739 -0.1433 -3.2285 0.01
C 6.5074 -0.6067 -0.6161 -0.08
C 3.0429 -2.8408 0.6565 -0.79
H -4.8358 2.6236 -2.4290 0.00
H 3.2173 2.5526 -5.3156 0.10
C 4.7651 0.9366 -1.1990 -0.20
N -0.6671 2.6862 1.2474 -0.25
H -4.0343 -2.9578 -3.9728 0.03
C 5.0376 6.4241 1.5613 -0.11
O 6.3880 -2.4759 5.8023 -0.07
H 5.9695 -0.1250 -2.6321 0.10
F -0.0996 -1.6630 4.3580 0.05
Si -3.3239 4.5367 -2.8973 0.38
H -5.8069 -2.0392 -6.9583 0.02
C -1.1159 1.7617 2.2893 -0.21
H 0.0043 1.3577 -0.2890 0.03
Si -4.1655 -0.9404 -5.4233 0.39
N -0.5830 -0.5319 1.6292 -0.12
C 2.1171 3.3376 -2.2143 -0.11
C -1.3142 -4.1263 1.3153 -0.25
H 1.0306 0.7679 -3.2951 -0.11
H -3.5031 0.7709 -7.1006 0.03
C -0.7369 -1.7879 2.0329 -0.31
H -3.2391 -3.2439 -5.5247 0.03
C -1.1867 -2.7766 1.0800 -0.27
H 5.8041 3.1316 1.3822 0.09
H -0.5737 2.9132 -0.8245 0.05
Ba 0.9328 -1.5271 -0.4022 1.96
C 4.1259 -1.4865 4.4738 -0.02
O 3.3708 -2.0638 -0.2798 -0.23
H -1.1802 2.3468 3.2119 0.11
```

HOMO level = -2.9 eV
frontier orbital gap = 5.98 eV
charge = -2

Decreasing stability: model w, model x